Molecular formula: F2H2S2Si
Method: DFT, the ωB97M-V functional and the def2-TZVPD basis

XYZ file:
```
7
Properties=species:S:1:pos:R:3:forces:R:3:nbo_charge:R:1
F -0.35820 -2.15904 -0.18693 0.24 3.92 1.16 -0.71
F -0.19021 0.30408 1.97540 -0.34 -0.14 -0.71 -0.64
Si -0.14430 0.12454 0.39913 -0.14 -3.55 -1.68 1.76
S -1.85301 0.99788 -0.64470 0.89 -0.13 0.93 -0.40
S 1.82100 0.45486 -0.35473 -0.58 0.31 -0.28 -0.41
H -1.91764 0.29248 -1.79224 0.51 -0.28 0.36 0.21
H 2.64237 -0.01480 0.60408 -0.57 -0.13 0.22 0.19
```
Positions in Å, forces in eV/Å.

Output
**Kohn-Sham gap**: 10.08 eV
**Calculated total energy**: -35017.4659 eV
**Multiplicity**: 1
**LUMO**: -0.69 eV